Entry 1:
The molecule C2H5N3 at a distorted geometry. Source: the Open Molecules 2025 dataset; level of theory: ωB97M-V/def2-TZVPD.

Properties
SMILES: CN(N)C#N
Kohn-Sham gap: 10.14 eV
LUMO level: 0.0248 hartree

```
! wB97M-V def2-TZVPD RIJCOSX def2/J DEFGRID3
* xyz 0 1
C -0.026 1.014 -0.523
N 0.218 -0.365 -0.215
N 0.537 -0.247 1.211
C -0.971 -1.295 -0.496
N -1.609 -2.057 -1.077
H 0.834 1.474 0.016
H 0.140 1.289 -1.663
H -1.000 1.440 -0.292
H 0.358 -1.125 1.682
H 1.521 -0.129 1.355
*
```

Quick look at the natural (NBO) charges, all values in e:
1 C -0.410
2 N -0.290
3 N -0.676
4 C 0.370
5 N -0.334
6 H 0.216
7 H 0.201
8 H 0.205
9 H 0.361
10 H 0.358



Entry 2:
The ion C11H14N3S with charge +1 at a distorted geometry. Source: the Open Molecules 2025 dataset; level of theory: ωB97M-V/def2-TZVPD.

Properties
Kohn-Sham gap (spin up / spin down): 6.83 / 6.83 eV
LUMO level (spin up / spin down): -0.1934 / -0.1933 hartree

```
! wB97M-V def2-TZVPD RIJCOSX def2/J DEFGRID3
* xyz 1 1
C 2.765 -1.791 -1.444
C 2.368 -0.667 -2.161
C 2.643 -1.828 -0.059
C 1.848 0.428 -1.504
C 2.102 -0.753 0.612
C 1.711 0.391 -0.105
C 0.545 3.646 0.448
C -1.138 1.190 0.088
C -0.965 3.578 0.435
C -2.362 -2.195 0.952
C -1.149 -1.487 0.386
N 1.266 2.621 0.420
N 1.194 1.416 0.629
N -1.484 2.407 -0.246
S -1.665 -0.146 -0.767
H 3.173 -2.643 -1.967
H 2.471 -0.652 -3.235
H 2.970 -2.699 0.486
H 1.545 1.311 -2.048
H 1.997 -0.757 1.685
H 1.027 4.610 0.494
H -1.283 3.563 1.485
H -1.368 4.475 -0.035
H -2.037 -3.026 1.575
H -2.957 -1.518 1.561
H -2.988 -2.590 0.154
H -0.525 -2.167 -0.193
H -0.561 -1.003 1.162
H -2.183 2.594 -0.962
*
```

Quick look at the natural (NBO) charges, all values in e:
1 C -0.121
2 C -0.210
3 C -0.221
4 C -0.175
5 C -0.149
6 C 0.098
7 C 0.070
8 C -0.057
9 C -0.281
10 C -0.622
11 C -0.489
12 N -0.055
13 N -0.011
14 N -0.573
15 S 0.344
16 H 0.237
17 H 0.239
18 H 0.240
19 H 0.229
20 H 0.242
21 H 0.238
22 H 0.252
23 H 0.245
24 H 0.231
25 H 0.220
26 H 0.222
27 H 0.225
28 H 0.234
29 H 0.398



Entry 3:
The ion C7H17N2 with charge +1 at a distorted geometry. Source: the Open Molecules 2025 dataset; level of theory: ωB97M-V/def2-TZVPD.

Properties
SMILES: CC(C)=[NH+]CCN(C)C
Kohn-Sham gap: 10.05 eV
LUMO level: -0.1218 hartree

```
! wB97M-V def2-TZVPD RIJCOSX def2/J DEFGRID3
* xyz 1 1
C -0.107 1.827 1.290
C -0.891 0.746 0.620
C -1.474 -0.397 1.423
N -1.301 0.973 -0.601
C -1.354 -0.114 -1.612
C -0.191 -1.189 -1.151
N 0.776 -0.527 -0.289
C 1.541 -1.380 0.661
C 1.676 0.365 -1.038
H 0.621 1.393 1.923
H -0.758 2.557 1.909
H 0.356 2.454 0.455
H -0.730 -0.960 1.852
H -2.131 -1.051 0.954
H -1.961 0.007 2.365
H -1.107 1.937 -0.926
H -1.238 0.245 -2.622
H -2.216 -0.702 -1.523
H -0.847 -1.868 -0.473
H 0.145 -1.559 -2.141
H 2.477 -1.553 0.229
H 1.732 -0.781 1.496
H 1.021 -2.293 0.942
H 2.178 0.985 -0.329
H 2.540 -0.133 -1.608
H 1.241 1.016 -1.806
*
```

Quick look at the natural (NBO) charges, all values in e:
1 C -0.695
2 C 0.543
3 C -0.701
4 N -0.544
5 C -0.230
6 C -0.234
7 N -0.413
8 C -0.405
9 C -0.450
10 H 0.254
11 H 0.277
12 H 0.232
13 H 0.245
14 H 0.239
15 H 0.271
16 H 0.415
17 H 0.234
18 H 0.220
19 H 0.219
20 H 0.233
21 H 0.212
22 H 0.200
23 H 0.224
24 H 0.215
25 H 0.220
26 H 0.217



Entry 4:
A structure of composition CHBr2NO at a distorted geometry. Source: the Open Molecules 2025 dataset; level of theory: ωB97M-V/def2-TZVPD.

Properties
Kohn-Sham gap: 9.29 eV
LUMO level: -0.0192 hartree

```
! wB97M-V def2-TZVPD RIJCOSX def2/J DEFGRID3
* xyz 0 1
C 0.948 0.733 -0.777
N -0.265 -1.081 0.517
O 0.544 1.721 -1.118
Br 0.095 0.109 1.909
Br -1.829 -0.670 -0.472
H 0.507 -0.811 -0.059
*
```

Quick look at the natural (NBO) charges, all values in e:
1 C 0.464
2 N -0.733
3 O -0.459
4 Br 0.190
5 Br 0.177
6 H 0.362



Entry 5:
The molecule C20H24N2O3S at a distorted geometry. Source: the Open Molecules 2025 dataset; level of theory: ωB97M-V/def2-TZVPD.

Properties
SMILES: CCOc1ccc(CSc2nc(C)cc(COC)c2C#N)cc1OCC
Kohn-Sham gap: 8.20 eV
LUMO level: 0.0075 hartree

```
! wB97M-V def2-TZVPD RIJCOSX def2/J DEFGRID3
* xyz 0 1
C 1.889 5.712 -0.972
C 2.922 4.658 -1.355
O 3.296 3.839 -0.262
C 2.389 3.048 0.378
C 2.714 2.749 1.698
C 1.925 1.928 2.479
C 0.757 1.398 1.954
C -0.124 0.508 2.763
S 0.244 -1.272 2.455
C -0.867 -1.653 1.162
N -1.684 -0.711 0.726
C -2.544 -0.980 -0.248
C -3.427 0.141 -0.691
C -2.624 -2.240 -0.831
C -1.781 -3.250 -0.390
C -1.864 -4.632 -0.989
O -2.240 -4.633 -2.344
C -1.215 -4.207 -3.208
C -0.869 -2.959 0.630
C 0.025 -3.933 1.116
N 0.756 -4.731 1.498
C 0.425 1.679 0.634
C 1.224 2.475 -0.173
O 0.934 2.726 -1.488
C -0.245 2.190 -2.048
C -0.305 2.641 -3.500
H 0.946 5.241 -0.708
H 1.724 6.384 -1.810
H 2.241 6.289 -0.119
H 3.861 5.141 -1.645
H 2.559 4.056 -2.192
H 3.619 3.182 2.092
H 2.213 1.712 3.496
H -1.176 0.631 2.514
H 0.043 0.638 3.830
H -3.214 0.400 -1.728
H -3.264 1.014 -0.064
H -4.472 -0.156 -0.627
H -3.331 -2.442 -1.619
H -0.910 -5.162 -0.846
H -2.648 -5.193 -0.466
H -0.331 -4.849 -3.117
H -0.919 -3.170 -3.006
H -1.614 -4.279 -4.217
H -0.475 1.237 0.240
H -1.126 2.556 -1.501
H -0.227 1.092 -1.992
H -0.319 3.727 -3.552
H 0.568 2.280 -4.037
H -1.201 2.250 -3.974
*
```

Quick look at the natural (NBO) charges, all values in e:
1 C -0.639
2 C -0.061
3 O -0.499
4 C 0.244
5 C -0.233
6 C -0.209
7 C -0.052
8 C -0.525
9 S 0.294
10 C 0.128
11 N -0.508
12 C 0.282
13 C -0.653
14 C -0.299
15 C 0.086
16 C -0.103
17 O -0.525
18 C -0.255
19 C -0.275
20 C 0.279
21 N -0.293
22 C -0.307
23 C 0.307
24 O -0.533
25 C -0.060
26 C -0.618
27 H 0.210
28 H 0.213
29 H 0.211
30 H 0.184
31 H 0.189
32 H 0.225
33 H 0.210
34 H 0.259
35 H 0.235
36 H 0.225
37 H 0.233
38 H 0.231
39 H 0.234
40 H 0.194
41 H 0.217
42 H 0.173
43 H 0.168
44 H 0.198
45 H 0.234
46 H 0.171
47 H 0.172
48 H 0.213
49 H 0.215
50 H 0.212



Entry 6:
A cluster of 2 separate species, C3H8N2O in total at a distorted geometry. Source: the Open Molecules 2025 dataset; level of theory: ωB97M-V/def2-TZVPD.

Properties
SMILES: [H]/N=C\N.C=CO
Kohn-Sham gap: 9.73 eV
LUMO level: 0.0288 hartree

```
! wB97M-V def2-TZVPD RIJCOSX def2/J DEFGRID3
* xyz 0 1
H -0.575 0.527 -1.466
N -1.465 -0.090 -1.450
C -2.066 -0.078 -0.283
N -1.490 -0.442 0.897
H -3.168 0.146 -0.218
H -0.646 -1.037 0.786
H -2.060 -0.585 1.714
C 2.533 0.613 0.408
C 1.307 0.246 0.034
O 0.976 -0.905 -0.662
H 3.322 -0.064 0.170
H 2.718 1.587 0.951
H 0.421 0.890 0.370
H 0.195 -0.807 -1.252
*
```

Quick look at the natural (NBO) charges, all values in e:
1 H 0.371
2 N -0.872
3 C 0.368
4 N -0.807
5 H 0.157
6 H 0.424
7 H 0.398
8 C -0.492
9 C 0.099
10 O -0.745
11 H 0.207
12 H 0.219
13 H 0.165
14 H 0.506



Entry 7:
A structure of composition C31H45BrHgN2P2 at a distorted geometry. Source: the Open Molecules 2025 dataset; level of theory: ωB97M-V/def2-TZVPD.

Properties
Kohn-Sham gap (spin up / spin down): 1.84 / 4.63 eV
LUMO level (spin up / spin down): -0.3670 / -0.2645 hartree

```
! wB97M-V def2-TZVPD RIJCOSX def2/J DEFGRID3
* xyz 2 1
C 2.727 -6.617 2.314
C 1.969 -6.221 1.185
C 1.687 -7.263 0.268
C 2.136 -8.585 0.506
N 2.845 -8.913 1.594
C 3.139 -7.955 2.489
C 1.598 -4.867 0.930
C 1.510 -3.638 0.884
C 1.645 -2.266 0.585
C 1.287 -1.250 1.432
C 1.361 0.026 0.991
C 2.283 0.363 0.020
C 2.718 -0.614 -0.835
C 2.390 -1.918 -0.550
Hg -0.796 -1.826 -1.017
P -2.235 1.435 0.302
H 1.173 -7.148 -0.695
H 3.097 -5.950 3.093
H 1.947 -9.443 -0.177
H 3.735 -8.314 3.357
H 2.920 -2.702 -1.035
H 1.058 -1.413 2.448
H 3.351 -0.331 -1.647
H 0.864 0.742 1.581
C -2.923 3.115 0.036
C -4.406 3.272 -0.238
H -2.366 3.553 -0.806
H -2.657 3.710 0.923
H -4.576 4.342 -0.434
H -4.706 2.704 -1.126
H -5.021 2.969 0.618
C -3.453 0.086 -0.216
C -3.658 -1.046 0.795
H -2.930 -0.348 -1.116
H -4.366 0.564 -0.581
H -3.962 -1.945 0.240
H -2.741 -1.267 1.371
H -4.476 -0.800 1.487
C -2.168 1.437 2.143
C -3.421 1.804 2.909
H -1.376 2.157 2.404
H -1.798 0.446 2.437
H -3.207 1.584 3.960
H -3.659 2.870 2.852
H -4.296 1.216 2.622
Br 2.263 2.091 -0.471
P -0.385 0.541 -4.018
C -2.039 0.807 -3.354
C -3.187 1.133 -4.373
H -2.019 1.575 -2.548
H -2.393 -0.109 -2.907
H -4.186 0.907 -3.933
H -3.183 2.184 -4.693
H -3.138 0.496 -5.293
C 0.748 1.933 -3.876
C 1.481 2.468 -5.179
H 1.547 1.708 -3.138
H 0.238 2.822 -3.488
H 1.956 3.474 -5.016
H 2.295 1.792 -5.514
H 0.788 2.588 -6.041
C 0.464 -1.067 -3.812
C 0.051 -2.112 -4.847
H 0.259 -1.771 -2.929
H 1.542 -0.868 -3.876
H 0.678 -2.990 -4.656
H -0.974 -2.427 -4.634
H 0.126 -1.817 -5.891
C 3.439 4.413 5.572
C 2.761 3.878 4.367
C 1.529 4.399 3.952
C 0.808 3.708 2.962
N 1.308 2.595 2.390
C 2.566 2.237 2.661
C 3.328 2.801 3.671
H 3.686 5.477 5.438
H 2.766 4.324 6.439
H 4.347 3.821 5.737
H 1.122 5.319 4.409
H -0.169 4.046 2.621
H 3.021 1.465 2.064
H 4.313 2.406 3.902
*
```

Quick look at the Mulliken charges, all values in e:
1 C -0.262
2 C 0.683
3 C -0.444
4 C -0.301
5 N 0.022
6 C -0.364
7 C -0.434
8 C -0.523
9 C 0.640
10 C -0.740
11 C -0.455
12 C 0.076
13 C -0.657
14 C -0.570
15 Hg 0.425
16 P 0.873
17 H 0.430
18 H 0.435
19 H 0.400
20 H 0.406
21 H 0.605
22 H 0.648
23 H 0.671
24 H 0.704
25 C -0.733
26 C -1.398
27 H 0.537
28 H 0.371
29 H 0.439
30 H 0.241
31 H 0.271
32 C 0.629
33 C -1.560
34 H -0.936
35 H 0.543
36 H 0.422
37 H 0.225
38 H 0.373
39 C -0.271
40 C -1.439
41 H 0.050
42 H 0.363
43 H 0.453
44 H 0.289
45 H 0.255
46 Br 0.019
47 P 0.360
48 C 0.982
49 C -1.432
50 H -0.457
51 H -0.061
52 H 0.376
53 H 0.386
54 H 0.419
55 C 0.104
56 C -1.252
57 H -0.147
58 H 0.354
59 H 0.380
60 H 0.313
61 H 0.367
62 C 0.670
63 C -1.547
64 H -0.640
65 H 0.305
66 H 0.420
67 H 0.361
68 H 0.429
69 C -1.398
70 C 1.206
71 C -0.747
72 C -0.397
73 N -0.009
74 C 0.038
75 C -1.190
76 H 0.335
77 H 0.330
78 H 0.335
79 H 0.393
80 H 0.356
81 H 0.306
82 H 0.341



Entry 8:
The molecule C2H3NO4S at a distorted geometry. Source: the Open Molecules 2025 dataset; level of theory: ωB97M-V/def2-TZVPD.

Properties
SMILES: CC(=O)[N+]([O-])=S(=O)=O
Kohn-Sham gap (spin up / spin down): 8.19 / 7.48 eV
LUMO level (spin up / spin down): -0.0807 / -0.1191 hartree

```
! wB97M-V def2-TZVPD RIJCOSX def2/J DEFGRID3
* xyz 0 1
C -1.318 0.488 0.561
C -0.329 -0.655 0.872
O -0.479 -1.470 1.741
N 0.924 -0.439 0.184
O 1.884 -1.230 0.371
S 1.135 -0.019 -1.583
O 2.484 -0.328 -1.782
O 0.714 1.349 -1.845
H -1.026 1.486 0.815
H -2.241 0.309 1.121
H -1.748 0.510 -0.455
*
```

Quick look at the natural (NBO) charges, all values in e:
1 C -0.750
2 C 0.649
3 O -0.446
4 N -0.197
5 O -0.195
6 S 1.854
7 O -0.820
8 O -0.853
9 H 0.258
10 H 0.248
11 H 0.253